Entry from the Open Molecules 2025 dataset: 14 unconnected molecules or ions with the total composition C42H42F14O42 in a non-equilibrium geometry (the ωB97M-V functional and the def2-TZVPD basis).

* total energy: -6183.9242 Eh
* energy above the lowest of the compared OMol25 structures with the same formula, charge and spin: 116.26 kcal/mol
* HOMO level: -10.66 eV
* orbital gap: 10.32 eV
* lowest unoccupied orbital energy: -0.34 eV

The geometry in ORCA input format:
```
! wB97M-V def2-TZVPD RIJCOSX def2/J DEFGRID3
* xyz 0 1
C -0.59496 -18.22142 9.83200
C -1.86578 -19.15393 9.95038
O -1.51217 -20.01168 10.99818
C -0.39882 -19.47995 11.66729
O -0.09068 -19.89572 12.80674
O 0.19357 -18.56031 10.92064
F -1.80440 -19.83479 8.79176
H -0.89088 -17.19309 10.03957
H -0.16431 -18.30010 8.83378
H -2.85984 -18.71199 10.01838
C -5.35517 -17.17918 13.22284
C -4.83744 -15.81647 12.70306
O -3.43886 -15.92625 12.86143
C -3.12576 -17.11027 13.47601
O -2.04674 -17.41573 13.79827
O -4.25755 -17.71778 13.86981
F -5.27534 -14.84595 13.46520
H -5.81891 -17.75795 12.42404
H -6.05513 -16.96201 14.02969
H -5.21216 -15.71766 11.68427
C -4.41802 -27.10507 10.37654
C -3.19737 -26.49636 9.71436
O -2.39992 -26.07578 10.75115
C -3.18091 -25.71688 11.79514
O -2.71110 -25.10390 12.72262
O -4.43660 -26.28977 11.62634
F -3.59016 -25.42209 8.91173
H -4.27391 -28.17657 10.51523
H -5.33818 -26.91743 9.82320
H -2.81561 -27.23082 9.00519
C -9.72944 -22.39688 8.19509
C -11.22030 -22.56149 8.21561
O -11.60850 -21.66512 9.21679
C -10.54082 -21.09654 9.77113
O -10.56718 -20.29465 10.61872
O -9.43680 -21.60860 9.30609
F -11.65236 -23.79865 8.45810
H -9.30883 -21.91602 7.31193
H -9.27522 -23.38763 8.20874
H -11.46833 -22.21255 7.21320
C -8.19588 -23.23668 12.91179
C -7.54402 -23.13569 11.49990
O -8.40051 -23.98220 10.73271
C -9.51444 -24.21546 11.35800
O -10.57051 -24.61817 10.93264
O -9.48506 -23.63461 12.53321
F -6.32794 -23.66752 11.56474
H -8.12466 -22.33469 13.51961
H -7.78476 -23.99712 13.57571
H -7.51353 -22.11150 11.12816
C -1.39160 -22.94144 9.33945
C -0.25551 -22.91944 10.41395
O 0.87553 -22.39889 9.71751
C 0.55568 -22.26101 8.44662
O 1.28178 -21.72302 7.62939
O -0.72599 -22.48198 8.20403
F -0.07619 -24.10331 10.87822
H -2.31297 -22.39723 9.54684
H -1.58677 -23.98358 9.08659
H -0.59537 -22.30854 11.25024
C -10.20157 -15.68915 11.53951
C -10.73059 -16.94031 10.76670
O -9.65196 -17.61907 10.24514
C -8.56173 -17.07580 10.77126
O -7.39646 -17.39508 10.47597
O -8.79775 -15.97660 11.51441
F -11.52526 -16.58581 9.73222
H -10.56012 -15.57364 12.56234
H -10.46397 -14.75314 11.04643
H -11.30001 -17.55454 11.46425
C -5.36183 -19.87404 10.24671
C -6.40819 -20.02619 9.20253
O -6.28268 -21.38681 8.88115
C -5.09987 -21.82793 9.12405
O -4.73623 -22.95465 8.74264
O -4.49980 -20.95367 9.86889
F -5.91715 -19.33782 8.21237
H -5.62593 -20.06205 11.28738
H -4.76322 -18.97497 10.10026
H -7.41826 -19.69767 9.44734
C -7.14525 -24.14354 6.24106
C -6.47790 -25.51703 6.08230
O -7.55397 -26.17484 5.32226
C -8.73683 -25.59719 5.60679
O -9.85103 -25.97326 5.32081
O -8.50255 -24.36682 6.15754
F -6.24492 -25.99075 7.32196
H -6.88449 -23.47633 5.41951
H -6.76062 -23.56550 7.08133
H -5.51543 -25.36843 5.59275
C -9.48917 -17.64815 6.04956
C -9.78931 -18.17573 4.67337
O -9.01788 -19.38166 4.59494
C -8.00933 -19.25659 5.45272
O -7.07906 -20.08701 5.59385
O -8.17019 -18.15075 6.18509
F -9.43077 -17.21964 3.75519
H -10.11423 -18.08144 6.83036
H -9.47637 -16.55847 6.07252
H -10.84566 -18.40423 4.53196
C -6.62414 -15.25500 8.34319
C -6.08145 -15.20843 6.92072
O -4.94201 -16.02414 7.10607
C -4.65654 -16.26435 8.43656
O -3.65818 -16.88376 8.86926
O -5.60129 -15.63852 9.17543
F -5.75063 -13.92216 6.70137
H -7.41572 -15.98576 8.50899
H -7.05799 -14.30667 8.66028
H -6.69948 -15.53625 6.08485
C -1.10777 -24.83213 5.02183
C -0.55753 -23.43513 5.11607
O -1.71258 -22.69858 5.52635
C -2.72776 -23.56736 5.82785
O -3.88321 -23.28336 6.05570
O -2.34533 -24.79847 5.65638
F -0.02887 -23.05359 3.93991
H -0.36495 -25.53748 5.39438
H -1.29152 -25.00191 3.96092
H 0.22079 -23.26863 5.86078
C -4.27392 -22.96794 14.59579
C -3.99589 -21.92378 13.52877
O -4.84622 -20.89688 13.83473
C -5.10325 -20.92689 15.12660
O -5.55452 -19.99637 15.84145
O -4.72931 -22.14750 15.65269
F -4.36078 -22.45921 12.33124
H -3.38013 -23.46455 14.97349
H -4.78320 -23.88478 14.29894
H -2.92214 -21.73637 13.52327
C -9.99022 -18.33930 14.82462
C -10.72854 -19.56560 14.24038
O -9.67194 -20.28747 13.78202
C -8.62805 -19.40017 13.48363
O -7.66911 -19.70473 12.75312
O -8.77366 -18.27736 14.11703
F -11.58727 -19.20060 13.24208
H -9.70672 -18.53965 15.85786
H -10.53228 -17.40078 14.70868
H -11.32264 -20.09694 14.98391
*
```

Results of the Mulliken charge analysis, in e, for atoms 1 through 2: number 1, C, carries -0.252; number 2, C, carries 1.183